An isolated ion of composition C28H45Br2Si4 and charge +1 at a distorted geometry. Source: OMol25; level of theory: ωB97M-V with the def2-TZVPD basis set.

Last column: Löwdin charge in e.
Element x y z (Å)
C: 2.46 4.71 -2.86  -0.208
Si: 0.91 3.71 -2.42  0.394
C: -0.12 4.85 -1.33  -0.232
C: 0.00 3.50 -4.07  -0.218
Si: 1.22 1.67 -1.29  0.521
Si: 0.90 -0.02 -2.86  0.371
C: 2.11 0.18 -4.31  -0.191
C: 1.21 -1.65 -1.98  -0.209
C: -0.86 0.08 -3.51  -0.215
Si: 3.56 1.71 -1.03  0.382
C: 4.64 1.91 -2.57  -0.185
C: 4.06 3.12 0.13  -0.210
C: 4.02 0.08 -0.22  -0.221
C: 0.43 1.78 0.52  -0.259
C: -0.45 0.94 1.39  -0.077
C: -0.39 1.37 2.81  -0.002
C: -1.26 -0.23 1.01  -0.075
H: 2.10 5.68 -3.24  0.046
H: 3.11 4.92 -2.01  0.015
H: 3.05 4.24 -3.65  0.021
H: -0.36 5.75 -1.91  0.042
H: -1.06 4.39 -1.00  0.025
H: 0.44 5.18 -0.44  0.034
H: -0.01 4.49 -4.55  0.042
H: 0.49 2.80 -4.76  0.020
H: -1.03 3.18 -3.93  0.028
H: 1.70 -0.38 -5.15  0.045
H: 2.25 1.22 -4.63  0.026
H: 3.09 -0.24 -4.07  0.023
H: 0.82 -2.45 -2.64  0.041
H: 2.28 -1.84 -1.82  0.021
H: 0.69 -1.73 -1.01  0.003
H: -1.06 -0.84 -4.07  0.039
H: -1.59 0.16 -2.69  0.024
H: -1.01 0.93 -4.19  0.015
H: 5.66 2.10 -2.22  0.047
H: 4.66 1.00 -3.19  0.019
H: 4.36 2.75 -3.21  0.011
H: 5.16 3.15 0.15  0.042
H: 3.70 4.11 -0.18  0.014
H: 3.71 2.94 1.15  0.025
H: 5.04 0.18 0.18  0.040
H: 3.35 -0.17 0.62  0.024
H: 4.00 -0.76 -0.92  0.019
H: 1.34 1.92 1.13  0.081
H: -0.04 2.79 0.47  0.092
H: 0.20 0.66 3.40  0.134
H: 0.10 2.34 2.91  0.106
H: -1.36 1.50 3.27  0.101
H: -2.21 0.12 0.53  0.185
H: -0.74 -0.83 0.23  0.125
Br: -6.23 1.29 5.58  0.761
C: -4.87 0.44 4.56  -0.673
C: -3.57 0.37 5.08  -0.101
C: -2.56 -0.23 4.33  -0.059
C: -2.81 -0.62 3.01  -0.208
C: -1.66 -1.16 2.14  -0.282
C: -2.04 -2.53 1.64  -0.056
C: -1.13 -3.52 1.59  -0.043
C: -1.47 -4.92 1.61  -0.230
C: -0.44 -5.88 1.50  -0.031
C: -0.70 -7.24 1.63  -0.111
C: -2.02 -7.66 1.87  -0.688
Br: -2.37 -9.50 2.10  0.766
C: -3.07 -6.74 1.96  -0.106
C: -2.80 -5.37 1.83  -0.013
C: -4.10 -0.56 2.50  -0.030
C: -5.15 -0.08 3.29  -0.096
H: -3.35 0.77 6.06  0.105
H: -1.56 -0.36 4.75  0.121
H: -0.77 -1.33 2.78  0.143
H: -3.08 -2.69 1.37  0.105
H: -0.06 -3.26 1.60  0.127
H: 0.58 -5.52 1.32  0.115
H: 0.10 -7.96 1.53  0.103
H: -4.09 -7.07 2.13  0.103
H: -3.61 -4.65 1.93  0.108
H: -4.30 -0.95 1.50  0.120
H: -6.17 -0.07 2.91  0.111

Kohn-Sham gap = 5.2 eV
Calculated total energy = -201355.679 eV
Total charge = +1
HOMO = -10.52 eV
Largest force on an atom = 0.030 Eh/bohr

=====

A 2-piece molecular cluster, C4H12N2O2 overall at a distorted geometry. Source: OMol25; level of theory: ωB97M-V with the def2-TZVPD basis set.

Last column: natural (NBO) charge in e.
Element x y z (Å)
C: -0.05 2.26 -1.51  -0.434
N: 1.18 1.41 -1.29  -0.610
C: 0.88 0.06 -0.91  -0.348
C: -0.11 -0.12 0.19  0.694
N: -1.18 -1.03 0.08  -0.626
C: -0.94 -2.44 -0.10  -0.430
O: -0.18 0.66 1.13  -0.647
H: 0.23 3.31 -1.42  0.203
H: -0.75 2.13 -0.69  0.196
H: -0.34 2.08 -2.54  0.201
H: 1.79 1.91 -0.66  0.366
H: 0.61 -0.49 -1.83  0.214
H: 1.75 -0.61 -0.75  0.241
H: -1.86 -0.80 0.79  0.393
H: -0.40 -2.67 -1.02  0.200
H: -0.38 -3.00 0.66  0.194
H: -1.89 -2.96 -0.30  0.212
H: 1.19 0.33 3.79  0.460
H: 0.02 0.21 2.80  0.492
O: 0.43 -0.24 3.59  -0.972

Kohn-Sham gap = 10.1 eV
Calculated total energy = -11417.129 eV
Energy above the lowest of the compared OMol25 structures with the same formula, charge and spin = 48.2 kcal/mol
Total charge = 0
SMILES = CNCC(=O)NC.O
HOMO = -9.31 eV
Largest force on an atom = 0.050 Eh/bohr

=====

A 2-piece molecular cluster, CH2NO3S overall at a distorted geometry. Source: OMol25; level of theory: ωB97M-V with the def2-TZVPD basis set.

Last column: natural (NBO) charge in e.
Element x y z (Å)
C: -0.06 -0.26 -0.79  -0.654
N: -0.83 0.78 0.84  0.345
O: 0.07 1.35 1.46  -0.479
O: -1.79 0.06 1.29  -0.547
O: 2.21 -1.21 -0.03  -1.025
S: 1.61 -0.04 -0.69  0.920
H: -0.75 -1.04 -0.49  0.241
H: -0.46 0.36 -1.59  0.199

Kohn-Sham gap = 6.8 eV
Calculated total energy = -19533.866 eV
Energy above the lowest of the compared OMol25 structures with the same formula, charge and spin = 116.1 kcal/mol
Total charge = -1
HOMO = -2.98 eV
Largest force on an atom = 0.060 Eh/bohr

=====

One molecule with the formula C4H6O2. Source: OMol25; level of theory: ωB97M-V with the def2-TZVPD basis set.

Last column: natural (NBO) charge in e.
Element x y z (Å)
O: -0.67 1.32 -1.07  -0.710
C: -0.09 0.07 -1.32  -0.072
C: 0.66 -0.50 -0.11  -0.007
O: 1.82 0.23 0.23  -0.688
C: -0.25 -0.55 1.06  -0.045
C: -0.94 -0.42 2.04  -0.242
H: -1.32 1.19 -0.37  0.471
H: 0.63 0.21 -2.13  0.196
H: -0.84 -0.68 -1.65  0.164
H: 0.99 -1.50 -0.37  0.209
H: 1.53 0.98 0.77  0.478
H: -1.53 -0.36 2.93  0.245

Kohn-Sham gap = 11.1 eV
Calculated total energy = -8337.838 eV
Energy above the lowest of the compared OMol25 structures with the same formula, charge and spin = 60.5 kcal/mol
Total charge = 0
SMILES = C#C[C@H](O)CO
HOMO = -10.22 eV
Largest force on an atom = 0.011 Eh/bohr

=====

C43H35N6P2Pd as an isolated structure at a distorted geometry. Source: OMol25; level of theory: ωB97M-V with the def2-TZVPD basis set.

Last column: Löwdin charge in e.
Element x y z (Å)
Pd: -0.51 0.43 -0.50  0.206
C: -0.20 4.54 1.85  -0.088
C: -1.08 5.48 1.32  -0.105
C: -1.81 5.17 0.20  -0.031
C: -1.66 3.89 -0.39  -0.339
N: -0.82 3.00 0.14  0.091
C: -0.12 3.32 1.22  -0.172
N: -2.41 3.66 -1.52  0.145
C: -2.50 2.57 -2.22  -0.296
N: -1.95 1.32 -2.13  0.086
C: -2.43 0.59 -3.16  -0.311
N: -2.25 -0.64 -3.56  0.141
C: -1.48 -1.62 -2.99  -0.329
C: -1.47 -2.86 -3.69  -0.028
C: -0.76 -3.92 -3.21  -0.094
C: -0.04 -3.78 -2.03  -0.078
C: -0.08 -2.55 -1.40  -0.179
N: -0.77 -1.49 -1.86  0.072
C: -3.35 1.40 -4.00  -0.116
C: -4.08 1.12 -5.14  -0.024
C: -4.86 2.14 -5.67  -0.102
C: -4.90 3.39 -5.07  -0.102
C: -4.17 3.67 -3.92  -0.024
C: -3.39 2.65 -3.40  -0.114
H: 0.40 4.75 2.73  0.090
H: -1.18 6.46 1.78  0.094
H: -2.50 5.86 -0.25  0.096
H: 0.54 2.54 1.58  0.048
H: -2.05 -2.92 -4.60  0.096
H: -0.76 -4.87 -3.75  0.095
H: 0.54 -4.58 -1.59  0.099
H: 0.47 -2.40 -0.49  0.081
H: -4.03 0.13 -5.58  0.103
H: -5.44 1.96 -6.57  0.090
H: -5.52 4.17 -5.51  0.090
H: -4.19 4.64 -3.45  0.104
C: 2.15 -1.62 2.34  -0.166
N: 1.31 -0.71 1.58  -0.509
P: 1.81 0.25 0.25  0.904
C: 2.63 -0.86 -0.98  -0.373
C: 2.23 -0.71 -2.31  -0.130
C: 2.77 -1.49 -3.32  -0.083
C: 3.72 -2.45 -3.00  -0.102
C: 4.14 -2.61 -1.69  -0.095
C: 3.61 -1.81 -0.68  -0.094
C: 3.36 0.99 0.91  -0.343
C: 4.32 1.45 0.02  -0.098
C: 5.42 2.18 0.46  -0.098
C: 5.58 2.46 1.81  -0.114
C: 4.63 2.01 2.71  -0.098
C: 3.53 1.28 2.27  -0.115
P: -0.40 -0.53 1.72  0.919
C: -0.54 -0.34 3.55  -0.344
C: 0.14 0.76 4.10  -0.114
C: 0.01 1.08 5.44  -0.093
C: -0.84 0.33 6.26  -0.111
C: -1.55 -0.73 5.71  -0.098
C: -1.40 -1.06 4.37  -0.091
C: -1.14 -2.23 1.60  -0.369
C: -0.68 -3.38 2.25  -0.111
C: -1.27 -4.62 2.02  -0.095
C: -2.36 -4.72 1.16  -0.102
C: -2.85 -3.58 0.54  -0.084
C: -2.24 -2.35 0.76  -0.128
H: 3.16 -1.22 2.43  0.062
H: 2.22 -2.61 1.88  0.071
H: 1.75 -1.72 3.35  0.073
H: 1.46 0.02 -2.53  0.078
H: 2.44 -1.35 -4.34  0.102
H: 4.14 -3.08 -3.78  0.094
H: 4.89 -3.36 -1.44  0.094
H: 3.98 -1.92 0.33  0.094
H: 4.21 1.25 -1.04  0.102
H: 6.15 2.53 -0.26  0.096
H: 6.43 3.03 2.15  0.091
H: 4.74 2.21 3.77  0.096
H: 2.80 0.92 2.99  0.074
H: 0.77 1.37 3.47  0.069
H: 0.55 1.93 5.85  0.098
H: -0.95 0.59 7.30  0.092
H: -2.22 -1.31 6.33  0.096
H: -1.96 -1.89 3.97  0.094
H: 0.14 -3.33 2.95  0.091
H: -0.89 -5.50 2.52  0.095
H: -2.83 -5.68 0.98  0.095
H: -3.70 -3.64 -0.13  0.103
H: -2.58 -1.47 0.24  0.078

Kohn-Sham gap = 5.6 eV
Calculated total energy = -76160.279 eV
Energy above the lowest of the compared OMol25 structures with the same formula, charge and spin = 0.0 kcal/mol
Total charge = -1
HOMO = -3.08 eV
Largest force on an atom = 0.024 Eh/bohr